## w
Below is an isolated ion of composition C7H14N3 and charge +1, with properties calculated with wB97M-V/def2-TZVPD.

CARTESIAN COORDINATES (ANGSTROEM)
C (-3.24640, -0.10331, 1.06692)
C (-2.78362, -0.29669, -0.41606)
C (-1.65484, 0.65455, -0.71793)
N (-1.21439, 1.51426, 0.09897)
N (-0.28108, 2.33983, -0.06198)
C (0.94854, 2.24780, 0.17139)
N (1.57133, 1.01396, 0.63675)
C (2.14018, 0.09788, -0.08657)
C (2.12226, 0.04718, -1.57094)
C (3.12041, -0.87887, 0.52655)
H (-2.47105, -0.41956, 1.65844)
H (-4.14079, -0.79570, 1.30878)
H (-3.35619, 0.98357, 1.38867)
H (-3.54563, -0.10655, -1.07979)
H (-2.44311, -1.29821, -0.49532)
H (-1.29116, 0.54282, -1.76879)
H (1.67207, 3.05342, 0.09069)
H (1.37437, 0.62664, 1.54142)
H (3.05035, -0.36613, -2.03646)
H (2.07194, 1.00737, -2.16442)
H (1.22086, -0.53170, -1.87544)
H (3.88955, -1.00965, -0.24546)
H (2.66235, -1.88051, 0.62663)
H (3.55086, -0.60191, 1.52452)

## Properties
Spin multiplicity ... 1
SMILES ... CC/C=N/N=C\[NH+]=C(C)C
E_HOMO ... -13.44 eV
Total charge ... +1

***

## x
Below is an isolated ion of composition C7H14N3 and charge +1, with properties calculated with wB97M-V/def2-TZVPD.

CARTESIAN COORDINATES (ANGSTROEM)
C (-2.66667, 0.68793, 0.15170)
C (-1.17959, -1.26503, 0.33199)
C (0.26048, -0.83838, 0.18124)
C (0.59799, 0.62049, 0.18389)
C (1.35169, -1.81949, -0.12049)
C (0.41396, 0.72372, -1.31463)
C (2.00751, 1.04638, 0.70588)
N (-1.79937, 1.58196, 0.44464)
N (-2.34300, -0.57117, -0.03565)
N (-0.48072, 1.40851, 0.74758)
H (-3.60939, 1.11475, -0.14082)
H (-1.24191, -2.28578, -0.17956)
H (-0.96964, -1.40307, 1.42751)
H (0.82366, -2.78326, -0.07766)
H (2.09258, -1.94254, 0.71806)
H (1.73361, -1.43052, -1.07241)
H (1.29130, 0.37242, -1.85607)
H (0.32630, 1.77132, -1.45601)
H (-0.44419, 0.19075, -1.67366)
H (2.77404, 0.63364, 0.12012)
H (2.18788, 0.74697, 1.67888)
H (2.08232, 2.06555, 0.70319)
H (-3.14868, -1.03201, -0.45361)
H (-0.06014, 2.40686, 0.98587)

## Properties
Spin multiplicity ... 1
E_HOMO (alpha / beta) ... -11.80 / -11.79 eV
Total charge ... +1

***

## y
Below is C7H14N3 as an isolated structure, with properties calculated with wB97M-V/def2-TZVPD.

CARTESIAN COORDINATES (ANGSTROEM)
C (-0.98252, 1.57799, -0.04510)
C (-1.21551, -0.56868, -0.55993)
C (-1.33843, -1.77164, -1.01963)
C (1.35474, 0.00430, 1.38238)
C (2.96152, 0.16870, -0.56209)
C (-2.95899, 0.30062, 0.70544)
C (1.55868, -0.31552, -0.15461)
N (0.13592, 1.54521, -0.63099)
N (-1.78958, 0.49221, -0.04730)
N (0.41922, 0.21360, -0.93301)
H (-1.43285, 2.50532, 0.16881)
H (-0.55021, -2.40774, -1.32350)
H (-2.22235, -2.38009, -0.88809)
H (2.03896, -0.63957, 1.98174)
H (1.49535, 1.08881, 1.36104)
H (0.36223, -0.24496, 1.58415)
H (3.04455, 1.26361, -0.57400)
H (3.32631, -0.11830, -1.50747)
H (3.61071, -0.08123, 0.32790)
H (-3.05051, -0.71499, 0.89190)
H (-2.97719, 0.73873, 1.80055)
H (-3.86342, 0.73001, 0.23226)
H (1.55343, -1.48656, -0.15845)
H (0.51994, 0.10016, -2.03199)

## Properties
Spin multiplicity ... 1
E_HOMO ... -13.39 eV
Total charge ... +1

***

## z
Below is C7H14N3 as an isolated structure, with properties calculated with wB97M-V/def2-TZVPD.

CARTESIAN COORDINATES (ANGSTROEM)
C (2.18895, 1.38171, 0.06625)
C (2.56208, 0.03372, 0.04186)
C (0.39506, 0.17692, 0.36448)
C (3.79495, -0.54927, -0.42449)
C (-3.51571, 0.18075, -0.18029)
C (-2.15459, 0.67766, -0.49387)
C (-0.98512, -0.26624, 0.68550)
N (1.42619, -0.65160, 0.16824)
N (0.79536, 1.41548, 0.31463)
N (-1.18359, -1.72097, 0.46592)
H (2.79639, 2.26036, -0.05851)
H (4.06621, 0.10163, -1.27005)
H (4.51422, -0.60206, 0.32591)
H (3.52366, -1.60449, -0.63263)
H (-3.67828, 0.19966, 0.96369)
H (-4.27915, 0.70545, -0.65884)
H (-3.72782, -0.78646, -0.40189)
H (-1.78308, 0.25068, -1.46428)
H (-1.94108, 1.72585, -0.19822)
H (-1.32095, 0.18097, 1.63053)
H (1.23166, -1.60730, 0.11255)
H (0.39330, 2.32489, 0.50730)
H (-0.95925, -1.99153, -0.47127)
H (-2.15944, -1.83582, 0.60750)

## Properties
Spin multiplicity ... 1
E_HOMO ... -12.57 eV
Total charge ... +1

***

Stability, descending: z, w, y, x

***

## w
Below is C45H64N7O3P2S3Sc as an isolated structure, with properties calculated with wB97M-V/def2-TZVPD.

CARTESIAN COORDINATES (ANGSTROEM)
Sc (-0.45488, 0.42819, 0.44077)
C (-5.09799, 0.83567, -1.36354)
C (-4.10009, 1.87451, -1.86950)
C (-4.26764, 3.21608, -1.15194)
P (-2.33665, 1.32338, -1.73655)
C (-1.43253, 2.49315, -2.88620)
C (-0.17518, 1.78515, -3.40085)
C (-2.23222, 3.03124, -4.06839)
C (-2.28021, -0.21236, -2.69032)
C (-3.08214, -0.41715, -3.81260)
C (-2.98888, -1.54882, -4.60397)
C (-3.87716, -1.75981, -5.79976)
C (-2.03486, -2.49376, -4.22769)
C (-1.22710, -2.31972, -3.12231)
C (-1.31848, -1.16893, -2.31087)
N (-0.54926, -0.98906, -1.16221)
C (0.39960, -2.01962, -0.91276)
C (1.51149, -2.19390, -1.73782)
C (2.41127, -3.20910, -1.48282)
C (2.24250, -4.07217, -0.39705)
C (3.23832, -5.16659, -0.11944)
C (1.16703, -3.85369, 0.44913)
C (0.25024, -2.82479, 0.21920)
P (-0.93994, -2.17938, 1.44600)
C (-2.57313, -3.01155, 1.17151)
C (-3.21773, -2.57571, -0.13989)
C (-2.49749, -4.53256, 1.26041)
C (-0.36569, -2.95563, 3.02414)
C (-1.40439, -2.77434, 4.13050)
C (0.97170, -2.36349, 3.46211)
H (-6.11581, 1.20534, -1.51700)
H (-4.99767, -0.11180, -1.89356)
H (-4.96142, 0.64526, -0.30020)
H (-4.29218, 2.03422, -2.93329)
H (-4.15351, 3.09184, -0.07382)
H (-3.53431, 3.95434, -1.48472)
H (-5.26166, 3.62771, -1.34324)
H (-1.12438, 3.33930, -2.26851)
H (-0.43052, 1.10921, -4.21868)
H (0.55096, 2.51007, -3.77385)
H (0.32404, 1.18050, -2.64332)
H (-2.56983, 2.21749, -4.71426)
H (-3.09986, 3.61948, -3.76910)
H (-1.58909, 3.67714, -4.67116)
H (-3.81535, 0.33564, -4.08237)
H (-4.42730, -0.85055, -6.04470)
H (-3.29812, -2.04625, -6.67956)
H (-4.60940, -2.55088, -5.62053)
H (-1.92286, -3.39971, -4.81471)
H (-0.51743, -3.09566, -2.87555)
H (1.65871, -1.51458, -2.57042)
H (3.26962, -3.33264, -2.13517)
H (3.57353, -5.63979, -1.04317)
H (4.12338, -4.77384, 0.38713)
H (2.80858, -5.93883, 0.51898)
H (1.05996, -4.49075, 1.32030)
H (-3.19236, -2.62599, 1.98983)
H (-2.65654, -2.94341, -0.99884)
H (-4.23074, -2.98276, -0.20520)
H (-3.28067, -1.48991, -0.21888)
H (-1.79074, -4.92422, 0.52476)
H (-2.18781, -4.87988, 2.24702)
H (-3.47562, -4.97044, 1.04630)
H (-0.24539, -4.02787, 2.84497)
H (-1.62808, -1.71505, 4.27500)
H (-2.33803, -3.29843, 3.92046)
H (-1.00997, -3.16388, 5.07221)
H (0.83906, -1.33147, 3.78334)
H (1.37400, -2.93086, 4.30528)
H (1.71416, -2.36771, 2.66419)
O (3.60802, 0.73240, 0.34449)
C (2.63313, 0.46804, 1.04488)
O (1.49834, 0.10132, 0.54747)
C (2.75359, 0.56043, 2.53520)
C (3.99864, 0.22512, 3.06907)
C (4.23384, 0.25522, 4.42974)
C (3.20940, 0.66528, 5.27664)
C (1.98011, 1.02140, 4.75757)
C (1.71339, 0.96552, 3.38235)
S (0.10727, 1.44652, 2.84770)
H (4.78063, -0.06649, 2.38007)
H (5.20044, -0.02634, 4.82650)
H (3.37181, 0.71099, 6.34683)
H (1.18828, 1.35246, 5.41837)
N (2.89712, 6.78107, -1.02375)
C (1.56384, 6.60883, -0.81804)
O (0.76868, 7.52526, -0.83001)
C (1.11774, 5.18921, -0.58885)
C (-0.06561, 4.98109, 0.11071)
C (-0.48830, 3.68767, 0.32535)
N (0.18855, 2.62430, -0.12478)
C (1.32042, 2.82132, -0.79891)
C (1.81762, 4.09020, -1.05614)
H (3.22913, 7.72880, -1.08472)
H (3.55412, 6.06164, -0.78072)
H (-0.63622, 5.82455, 0.47233)
H (-1.39874, 3.47458, 0.87422)
H (1.84424, 1.94447, -1.15702)
H (2.72156, 4.18522, -1.64259)
C (-5.30184, 0.20993, 4.75078)
N (-4.75996, 0.45684, 3.43264)
C (-3.46135, 0.67538, 3.17074)
N (-2.60707, 0.65762, 4.18011)
S (-3.02625, 0.97091, 1.54202)
H (-6.37228, 0.04847, 4.66191)
H (-5.14246, 1.06262, 5.41584)
H (-4.86200, -0.68360, 5.20121)
H (-5.36789, 0.47219, 2.63218)
H (-2.91743, 0.52008, 5.12683)
H (-1.61185, 0.85779, 3.98892)
S (3.05383, 0.71967, -3.98860)
C (4.59866, 0.36926, -3.40182)
N (4.84786, 0.19370, -2.10462)
C (6.14845, -0.13729, -1.54851)
C (7.24969, 0.38975, -2.45125)
C (6.99423, -0.09436, -3.86888)
N (5.64292, 0.26692, -4.25675)
H (4.08922, 0.33292, -1.44108)
H (6.24874, -1.22322, -1.43668)
H (6.19680, 0.29905, -0.55172)
H (8.22341, 0.04167, -2.10646)
H (7.25055, 1.48152, -2.43271)
H (7.14070, -1.17930, -3.92413)
H (7.68940, 0.36853, -4.56965)
H (5.39199, 0.32622, -5.22811)

## Properties
Spin multiplicity ... 1
E_HOMO ... -6.68 eV
Total charge ... 0

***

## x
Below is C45H64N7O3P2S3Sc as an isolated structure, with properties calculated with wB97M-V/def2-TZVPD.

CARTESIAN COORDINATES (ANGSTROEM)
Sc (0.22596, -0.06989, 0.02892)
C (0.71807, -4.22603, -1.72240)
C (0.21912, -4.35572, -0.28484)
C (1.38542, -4.68433, 0.65033)
P (-0.64894, -2.79779, 0.27798)
C (-1.42577, -3.45317, 1.87595)
C (-2.66256, -2.63745, 2.23069)
C (-1.76084, -4.94232, 1.95701)
C (-1.99842, -2.65298, -0.93153)
C (-2.82700, -3.74622, -1.19460)
C (-3.82860, -3.72340, -2.14531)
C (-4.68273, -4.93448, -2.41586)
C (-3.96904, -2.54976, -2.88446)
C (-3.15759, -1.46167, -2.65963)
C (-2.15318, -1.44750, -1.66358)
N (-1.27242, -0.39270, -1.51515)
C (-1.51721, 0.83316, -2.16285)
C (-2.75296, 1.49022, -2.21007)
C (-2.88342, 2.72043, -2.82530)
C (-1.80088, 3.35432, -3.42962)
C (-1.95641, 4.69851, -4.09115)
C (-0.56986, 2.71740, -3.38162)
C (-0.41890, 1.47943, -2.76776)
P (1.14650, 0.56863, -2.56572)
C (1.19889, -0.48041, -4.11529)
C (0.11552, -1.55712, -4.07238)
C (1.07181, 0.33150, -5.40000)
C (2.46975, 1.82298, -2.92987)
C (3.81783, 1.12950, -3.12626)
C (2.53462, 2.78527, -1.74427)
H (1.27021, -5.12588, -2.00433)
H (-0.11384, -4.10262, -2.41526)
H (1.39370, -3.37424, -1.81770)
H (-0.51828, -5.16073, -0.25005)
H (2.17360, -3.94214, 0.52985)
H (1.08449, -4.70909, 1.69969)
H (1.79986, -5.66194, 0.39286)
H (-0.65521, -3.25428, 2.62749)
H (-3.49634, -2.90574, 1.57977)
H (-2.95588, -2.81547, 3.26822)
H (-2.49019, -1.57494, 2.10019)
H (-2.51574, -5.22408, 1.22434)
H (-0.89116, -5.58420, 1.82161)
H (-2.17325, -5.14587, 2.94732)
H (-2.67289, -4.66472, -0.64246)
H (-4.61120, -5.64826, -1.59533)
H (-5.73042, -4.65751, -2.54040)
H (-4.36291, -5.43909, -3.33091)
H (-4.71916, -2.49453, -3.66625)
H (-3.26985, -0.59396, -3.29268)
H (-3.60916, 1.03883, -1.73350)
H (-3.85122, 3.21054, -2.82818)
H (-2.93099, 4.78375, -4.57234)
H (-1.87749, 5.50298, -3.35581)
H (-1.18356, 4.85661, -4.84313)
H (0.28476, 3.20055, -3.84227)
H (2.17703, -0.97075, -4.07682)
H (-0.86163, -1.12651, -4.29618)
H (0.32329, -2.33419, -4.81158)
H (0.06026, -2.01715, -3.09087)
H (0.13732, 0.89522, -5.39540)
H (1.90067, 1.02499, -5.54821)
H (1.05282, -0.34831, -6.25507)
H (2.21139, 2.37465, -3.83702)
H (4.02352, 0.45165, -2.29546)
H (3.85149, 0.55742, -4.05489)
H (4.61603, 1.87422, -3.15949)
H (2.87281, 2.24956, -0.85638)
H (3.23526, 3.60013, -1.94191)
H (1.55815, 3.21928, -1.52451)
O (-1.16811, 3.19832, 1.80365)
C (-0.21312, 2.82539, 1.12781)
O (-0.19487, 1.77932, 0.37378)
C (1.03912, 3.63604, 1.21328)
C (0.98093, 5.01804, 1.08504)
C (2.11816, 5.78713, 1.26100)
C (3.30805, 5.16617, 1.62015)
C (3.37168, 3.79086, 1.76054)
C (2.24273, 2.99799, 1.53169)
S (2.33153, 1.25667, 1.70749)
H (0.02808, 5.47886, 0.85475)
H (2.07795, 6.86114, 1.13430)
H (4.19707, 5.75977, 1.79813)
H (4.29682, 3.31066, 2.05313)
N (0.74129, -0.28583, 7.35946)
C (1.00715, -1.33276, 6.53438)
O (1.42022, -2.40148, 6.93666)
C (0.74202, -1.08281, 5.07893)
C (1.49942, -1.76736, 4.13638)
C (1.24721, -1.55907, 2.79751)
N (0.29680, -0.72720, 2.35747)
C (-0.45280, -0.09947, 3.26198)
C (-0.26351, -0.24058, 4.62508)
H (0.96963, -0.38402, 8.33356)
H (0.57937, 0.63661, 6.99811)
H (2.26377, -2.45624, 4.46746)
H (1.83443, -2.06390, 2.03925)
H (-1.23179, 0.54589, 2.86994)
H (-0.92304, 0.27275, 5.31161)
C (6.96300, -2.04045, 0.12673)
N (5.55389, -2.19305, -0.16368)
C (4.62477, -1.23127, -0.03915)
N (5.01555, -0.00931, 0.29742)
S (3.01848, -1.64144, -0.41369)
H (7.47746, -2.94485, -0.18567)
H (7.14512, -1.89658, 1.19552)
H (7.39154, -1.19877, -0.42180)
H (5.20705, -3.09115, -0.45064)
H (5.95250, 0.12901, 0.64604)
H (4.27719, 0.62686, 0.67883)
S (-3.21170, 0.43290, 0.86549)
C (-4.23437, 1.42395, 1.75649)
N (-3.77309, 2.26772, 2.68695)
C (-4.62940, 3.15645, 3.46063)
C (-6.02064, 2.55786, 3.57857)
C (-6.52155, 2.22951, 2.18073)
N (-5.57204, 1.31204, 1.57606)
H (-2.80798, 2.57232, 2.51131)
H (-4.67640, 4.14833, 2.99714)
H (-4.18174, 3.27588, 4.44888)
H (-6.69412, 3.25252, 4.07934)
H (-5.96911, 1.63413, 4.15844)
H (-6.61126, 3.14717, 1.58652)
H (-7.49928, 1.74958, 2.21842)
H (-5.85279, 0.71706, 0.81662)

## Properties
Spin multiplicity ... 1
E_HOMO ... -6.51 eV
Total charge ... 0

***

Stability, descending: w, x